(1)
{
  "formula": "C6H7N4O4S",
  "method": "ωB97M-V/def2-TZVPD",
  "total_charge": -1,
  "relative_energy_kj_mol": 13.6,
  "lumo_ev": 3.46,
  "homo_lumo_gap_ev": 9.622,
  "species": ["C", "C", "C", "C", "C", "C", "N", "N", "N", "N", "O", "O", "O", "O", "S", "H", "H", "H", "H", "H", "H", "H"],
  "positions_angstrom": [[0.394, 3.708, 0.066], [0.554, 2.317, 0.200], [1.872, 0.226, -1.857], [-0.750, 0.344, -0.710], [-0.388, -0.539, 0.160], [-0.339, -2.009, -0.109], [-0.780, 3.920, -0.627], [-1.283, 2.801, -0.924], [-0.491, 1.757, -0.448], [2.601, 0.506, -0.970], [2.769, 0.309, 1.510], [1.267, 0.153, -2.846], [3.277, -1.562, 0.177], [4.803, 0.370, 0.175], [3.481, -0.175, 0.354], [0.948, 4.432, 0.694], [1.091, 1.612, 0.810], [-1.498, 0.164, -1.467], [0.066, -0.281, 1.054], [-0.781, -2.608, 0.670], [0.638, -2.277, -0.516], [-1.097, -2.339, -0.873]],
  "forces_ev_per_a": [[0.3, -1.7, 1.5], [-1.0, 0.5, 0.2], [1.1, 0.5, -0.4], [-1.8, 3.1, 0.0], [0.5, -2.5, -0.2], [-2.2, -0.4, -1.7], [1.4, 0.2, 0.9], [-1.0, -2.3, -1.2], [-0.5, 1.7, -0.5], [0.6, 0.2, 1.1], [-0.3, 0.8, 0.4], [-1.2, -0.6, -1.1], [0.3, -2.3, -0.7], [-0.3, -0.3, -0.2], [0.1, 1.5, 0.6], [-0.5, -0.2, -1.1], [1.1, 0.6, 0.0], [0.6, 0.1, -0.6], [1.1, 0.8, 1.5], [1.0, -0.3, 1.1], [0.0, -0.3, 0.7], [0.7, 0.8, -0.2]],
  "lowdin_charge": [-0.13, -0.08, -0.44, -0.09, -0.15, -0.08, -0.04, -0.02, -0.09, 0.06, -0.36, 0.13, -0.33, -0.34, 0.35, 0.09, 0.08, 0.12, 0.09, 0.06, 0.08, 0.08]
}

=====

(2)
{
  "formula": "C6H7N4PS",
  "method": "ωB97M-V/def2-TZVPD",
  "total_charge": 0,
  "lumo_ev": -1.18,
  "homo_lumo_gap_ev": 6.865,
  "species": ["C", "C", "C", "C", "C", "C", "N", "N", "N", "N", "P", "S", "H", "H", "H", "H", "H", "H", "H"],
  "positions_angstrom": [[1.099, 3.410, 0.858], [2.356, 3.101, 0.378], [-2.625, -2.070, -0.776], [-1.241, -2.059, -0.877], [0.369, 2.271, 0.514], [-1.613, 0.294, 0.271], [2.424, 1.970, -0.235], [-3.400, -1.238, -0.246], [1.249, 1.330, 0.018], [-2.895, -0.063, 0.237], [0.347, -2.190, -0.471], [-1.335, 1.943, 0.845], [0.928, 4.432, 0.979], [3.225, 3.745, 0.372], [-3.114, -3.102, -0.797], [1.116, 0.392, -0.273], [-3.664, 0.491, 0.490], [0.587, -2.908, -1.696], [0.631, -3.425, 0.282]],
  "forces_ev_per_a": [[-0.6, -1.5, -1.1], [1.2, 0.9, -0.8], [2.2, -3.5, 0.9], [-2.5, 1.9, 0.3], [-0.1, -1.2, 1.0], [-0.9, -0.4, -0.5], [1.1, -2.8, 0.5], [-2.5, 1.5, 0.7], [-0.2, 3.5, -0.1], [2.6, 0.2, -0.5], [2.0, -2.3, -0.9], [-0.4, -0.6, -0.2], [-1.3, 1.0, 0.9], [-0.1, 0.1, -0.1], [0.7, 1.2, -0.9], [-0.4, -0.6, -0.3], [-1.0, 1.2, 0.6], [0.7, 0.5, 0.2], [-0.5, 0.9, 0.2]],
  "lowdin_charge": [-0.09, -0.22, -0.32, -0.34, -0.57, -0.37, 0.02, -0.02, 0.00, -0.14, 0.76, 0.94, 0.08, 0.11, 0.15, 0.05, 0.11, -0.06, -0.09]
}

=====

(3)
{
  "formula": "C6H7N5O",
  "method": "ωB97M-V/def2-TZVPD",
  "smiles": "CCOc1ccc2nnnn2n1",
  "total_charge": 0,
  "relative_energy_kj_mol": 513.2,
  "lumo_ev": -0.40,
  "homo_lumo_gap_ev": 9.167,
  "species": ["C", "C", "C", "C", "C", "C", "H", "H", "H", "H", "H", "H", "H", "N", "N", "N", "N", "N", "O"],
  "positions_angstrom": [[3.596, -0.434, 0.256], [1.990, -0.879, 0.010], [-0.004, 0.286, -0.227], [-0.697, 1.459, -0.255], [-1.926, 1.614, 0.076], [-2.693, 0.481, 0.058], [3.712, 0.416, -0.558], [3.796, -0.171, 1.348], [4.078, -1.347, -0.356], [1.852, -1.213, -1.050], [1.675, -1.567, 0.779], [-0.124, 2.336, -0.196], [-2.342, 2.505, 0.261], [-4.082, 0.397, 0.223], [-4.239, -1.041, 0.046], [-3.058, -1.687, 0.085], [-2.103, -0.699, -0.253], [-0.732, -0.878, -0.275], [1.302, 0.422, 0.026]],
  "forces_ev_per_a": [[-2.3, -1.3, -3.7], [3.3, 2.3, -0.8], [-2.4, -3.7, 0.2], [3.2, 2.9, 0.3], [-1.9, -1.8, -0.6], [-4.5, -0.7, -0.3], [0.0, -1.3, 2.3], [0.1, -0.6, -1.9], [-0.2, 1.9, 2.4], [0.3, -0.4, 1.2], [-0.5, 0.0, 0.0], [1.1, 1.1, -0.3], [-1.5, 3.2, 0.6], [3.7, -4.0, -1.6], [2.8, 1.4, 2.4], [-1.7, 1.8, -3.0], [-0.1, 0.4, 2.6], [1.5, 1.1, 0.5], [-0.9, -2.3, -0.3]],
  "lowdin_charge": [-0.06, -0.18, -0.32, -0.01, 0.01, -0.32, 0.09, 0.08, 0.10, 0.12, 0.10, 0.13, 0.10, 0.08, -0.03, 0.04, -0.08, 0.19, -0.04]
}

=====

(4)
{
  "formula": "C6H7NO",
  "method": "ωB97M-V/def2-TZVPD",
  "smiles": "O=C1C=C[C@H]2NC[C@@H]12",
  "total_charge": 0,
  "relative_energy_kj_mol": 487.5,
  "lumo_ev": 0.21,
  "homo_lumo_gap_ev": 9.571,
  "species": ["C", "C", "C", "C", "C", "C", "H", "H", "H", "H", "H", "H", "H", "N", "O"],
  "positions_angstrom": [[1.447, -0.486, 0.009], [1.428, 0.977, -0.391], [0.476, 1.743, 0.019], [-0.475, 0.838, 0.467], [-0.997, -1.360, -0.186], [0.065, -0.738, 0.576], [2.439, 1.268, -0.877], [0.240, 2.824, 0.165], [-1.135, 0.908, 1.299], [-2.394, 0.369, -0.962], [-2.005, -1.772, 0.330], [-0.525, -2.309, -0.966], [0.153, -1.306, 1.520], [-1.223, 0.087, -0.811], [2.506, -1.044, -0.191]],
  "forces_ev_per_a": [[0.6, 2.0, -2.1], [6.2, 0.2, -2.0], [-0.6, 2.7, 1.1], [-4.6, -7.5, -0.1], [-2.1, -0.9, -3.9], [2.1, 0.7, 3.2], [-1.9, -0.2, 0.7], [0.9, -0.9, -0.9], [-0.7, 1.1, 0.4], [4.3, -1.1, 0.7], [2.7, 0.9, -0.7], [-1.8, 3.0, 2.0], [0.3, 1.0, 0.4], [-4.1, 0.2, 0.4], [-1.3, -1.2, 0.9]],
  "lowdin_charge": [-0.34, -0.03, -0.07, -0.21, -0.19, -0.25, 0.15, 0.14, 0.12, 0.16, 0.13, 0.18, 0.15, -0.03, 0.09]
}